88
Properties=species:S:1:pos:R:3:mulliken_charge:R:1 method="wB97M-V/def2-TZVPD" smiles="CCOC(=O)C(F)(F)F.CCOC(=O)C(F)(F)F.CCOC(=O)C(F)(F)F.CCOC(=O)C(F)(F)F.ClCCCl.ClCCCl.ClCCCl.ClCCCl" homo_lumo_gap_ev=11.00 de_lowest_kj_mol=0.0 e_tot_ev=-174643.126
Cl 3.487 -0.689 0.844 -0.11
Cl 1.990 4.884 3.864 -0.16
Cl 3.683 -2.693 -2.001 -0.20
Cl -1.919 -2.561 2.859 -0.10
Cl -4.849 5.445 -0.618 -0.21
Cl -1.453 5.395 2.047 -0.14
Cl -2.834 -5.411 1.454 -0.20
Cl 3.634 4.100 6.577 -0.19
F -2.811 1.253 5.963 -0.27
F -2.067 -0.333 -1.903 -0.22
F -0.631 -2.344 -4.428 -0.27
F -2.900 -1.668 -0.428 -0.25
F -1.551 -0.473 -5.020 -0.22
F 1.758 2.701 -0.918 -0.29
F 0.966 1.386 -2.435 -0.26
F -4.577 1.499 4.749 -0.26
F -3.032 0.129 4.136 -0.24
F -2.314 -2.359 -5.830 -0.28
F -0.097 3.169 -1.936 -0.25
F -1.378 -2.372 -1.760 -0.26
O 0.674 -2.500 -6.637 -0.16
O -5.222 -0.202 6.794 -0.52
O -3.939 -1.652 5.677 -0.16
O 1.687 4.566 -3.387 -0.54
O 3.027 2.768 -3.407 -0.27
O -0.755 0.350 0.291 -0.23
O -0.447 -0.763 -7.505 -0.51
O 0.076 -1.728 0.371 -0.30
C 2.041 -4.105 -7.719 -1.17
C 3.110 -3.098 -0.374 0.10
C -0.270 -1.578 -6.657 0.20
C 0.177 0.862 1.293 0.23
C -0.776 -3.829 2.355 -0.35
C 2.847 3.342 4.087 -0.37
C 3.847 -2.414 0.724 -0.55
C 1.944 3.440 -3.104 0.11
C -4.467 -2.759 6.452 -0.29
C 3.949 2.706 -5.668 -1.07
C -1.204 -1.674 -5.444 1.00
C -0.548 1.837 2.178 -0.56
C 1.086 2.663 -2.093 1.20
C -1.789 -1.308 -1.059 0.77
C 4.067 3.482 4.954 -0.48
C -3.358 4.892 0.230 -0.27
C -3.692 0.618 5.178 1.01
C -3.555 -3.935 6.161 -0.95
C -0.726 -0.937 0.007 0.25
C -4.386 -0.463 5.997 0.18
C -1.274 -4.609 1.180 0.00
C 3.988 3.366 -4.334 -0.29
C 1.300 -2.804 -7.888 -0.21
C -3.069 5.825 1.388 -0.49
H 3.028 2.889 3.115 0.27
H 0.612 0.045 1.866 0.33
H 3.527 3.328 -6.451 0.32
H 3.793 4.437 -4.409 0.34
H 4.947 3.286 -3.826 0.35
H 2.474 -4.115 -6.714 0.30
H -0.715 -4.516 3.199 0.44
H 0.991 1.373 0.784 -0.02
H 4.856 4.091 4.526 0.35
H 3.269 -4.172 -0.250 0.37
H 3.542 -2.902 1.652 0.26
H 2.819 -4.220 -8.465 0.36
H -3.498 -4.018 5.070 0.15
H 2.158 2.661 4.590 0.28
H 1.998 -2.008 -8.151 0.28
H -0.971 2.697 1.653 0.01
H 2.035 -2.946 -0.309 -0.23
H 4.478 2.500 5.182 0.30
H -5.493 -2.992 6.185 0.30
H 5.010 2.583 -5.925 0.31
H -4.367 -2.444 7.489 0.34
H -2.980 6.854 1.062 0.34
H -3.479 3.863 0.544 0.28
H -3.993 -4.884 6.464 0.40
H 0.561 -2.870 -8.686 0.34
H -2.556 -3.756 6.542 0.28
H -3.787 5.755 2.197 0.32
H 0.173 2.294 2.863 0.19
H 0.196 -3.394 2.167 0.01
H 4.921 -2.570 0.651 0.39
H -1.384 1.437 2.754 0.05
H 3.487 1.732 -5.692 0.31
H -1.294 -4.038 0.259 -0.10
H -0.575 -5.439 1.049 0.34
H -2.595 5.001 -0.533 0.18
H 1.366 -4.962 -7.711 0.31

81
Properties=species:S:1:pos:R:3:mulliken_spin:R:1 method="wB97M-V/def2-TZVPD" multiplicity=2 homo_lumo_gap_ev="7.58 / 6.92" s2=0.765 e_tot_ev=-87605.421
Hg 1.413 1.046 -3.273 0.63
S -4.963 5.173 -3.186 0.00
S -4.568 -2.208 -3.169 0.00
O -4.847 3.831 -4.181 0.00
O -1.199 -2.327 3.819 0.00
O -4.878 -1.177 -4.145 0.00
O -0.044 0.650 -1.474 0.37
O -2.945 -2.595 -3.088 0.00
O -3.410 4.946 -2.713 0.00
O -1.508 -4.539 3.984 0.00
O 3.867 2.188 3.034 0.00
O -5.212 6.370 -3.915 0.00
O 1.867 5.269 -3.445 0.00
O -5.357 -3.375 -3.136 0.00
O 5.362 -3.523 2.235 0.00
O 2.221 3.181 -2.850 -0.03
O 1.826 2.064 3.862 0.00
O -5.874 4.889 -2.107 0.00
O -4.518 -1.477 -1.613 0.00
O 5.002 -1.589 1.416 0.00
N 4.781 -2.800 1.411 0.00
C 3.856 -3.358 0.454 0.00
C 1.938 -4.475 -1.309 0.00
C 0.396 0.704 0.891 -0.01
C -2.187 -1.841 -2.121 0.00
C 2.984 1.534 3.628 0.00
C 1.526 4.761 -1.152 0.00
C 1.986 0.248 5.237 0.00
C 1.899 4.292 -2.568 0.02
C 3.094 0.203 4.211 0.00
C -2.880 3.726 -3.158 0.00
C 2.778 -2.560 -0.118 -0.01
C -1.441 -5.665 3.174 0.00
C -0.968 -3.478 3.442 0.00
C 3.020 -5.217 -0.861 0.00
C -3.212 -1.490 -1.051 0.00
C 1.852 -3.099 -0.956 -0.02
C 0.976 1.250 4.641 0.00
C 3.926 -4.681 0.062 0.00
C -4.076 2.855 -3.504 0.00
C -0.332 -5.299 2.196 0.00
C -0.126 1.427 -0.326 0.03
C 0.711 6.002 -1.493 0.00
C -0.165 -3.804 2.241 0.00
C 1.181 6.402 -2.926 0.00
H 4.087 -0.060 4.576 0.00
H 3.042 -6.203 -1.301 0.00
H -2.875 -0.562 -0.590 0.00
H 2.856 -0.507 3.419 0.00
H 0.412 6.784 -3.597 0.00
H 1.186 4.098 -0.357 0.00
H 1.806 7.279 -2.759 0.00
H 2.484 5.144 -0.802 0.00
H -3.829 2.058 -4.206 0.00
H 4.750 -5.265 0.444 0.00
H 1.187 -4.895 -1.962 0.00
H 2.545 -1.514 0.016 0.00
H 0.426 2.340 -0.551 -0.03
H 1.465 0.491 0.885 0.01
H 0.518 1.708 5.517 0.00
H -1.321 -2.460 -1.884 0.00
H -1.077 -6.478 3.802 0.00
H 0.300 0.675 4.008 0.00
H -0.404 -3.250 1.334 0.00
H 0.492 -5.835 2.668 0.00
H -4.551 2.564 -2.568 0.00
H 0.236 1.373 1.736 0.00
H -2.289 3.171 -2.428 -0.01
H 2.228 0.770 6.163 0.00
H -1.175 1.670 -0.160 0.02
H 1.580 -0.740 5.455 0.00
H -3.380 -2.261 -0.299 0.00
H -0.457 -5.816 1.245 0.00
H -2.309 3.986 -4.049 0.00
H -2.431 -5.934 2.806 0.00
H -1.784 -0.948 -2.598 0.00
H 0.015 -0.293 1.113 0.01
H 1.038 -2.519 -1.364 0.02
H -0.359 5.794 -1.459 0.00
H 0.884 -3.642 2.490 0.00
H 0.953 6.843 -0.843 0.00

72
Properties=species:S:1:pos:R:3:mulliken_spin:R:1 method="wB97M-V/def2-TZVPD" multiplicity=3 homo_lumo_gap_ev="6.44 / 6.65" s2=2.020 e_tot_ev=-109553.467 charge=-1
Sb -0.431 1.931 -3.828 0.04
V -0.905 0.951 -0.671 2.20
S -1.177 4.067 -3.409 0.00
S -2.069 0.562 -2.607 -0.01
S 0.918 1.599 -1.775 -0.09
P 1.616 -1.430 -0.570 0.03
O -1.950 -2.478 0.454 0.02
O -0.741 -0.746 -0.249 -0.21
N -1.717 2.792 -0.361 -0.04
N -1.315 0.243 2.793 0.00
N 0.500 1.917 1.217 -0.05
N -3.327 0.447 0.809 0.01
C -3.068 3.228 -0.710 0.01
C -1.034 3.695 0.573 0.02
C -0.344 2.977 1.743 0.00
C 4.783 -3.099 1.327 0.00
C 1.494 1.338 2.112 0.01
C 0.426 -1.746 -4.512 0.00
C 3.824 -3.187 -1.274 0.00
C 1.531 -1.452 -2.397 0.00
C 4.987 -3.857 -0.935 0.00
C 3.622 -2.434 0.987 0.00
C -3.640 0.204 2.210 0.00
C -0.085 -0.354 3.262 0.00
C -4.359 1.216 0.124 0.01
C 0.970 0.743 3.420 0.00
C 2.619 -0.887 -3.066 0.00
C -2.511 -0.569 2.890 -0.01
C -4.130 2.726 0.262 0.00
C 5.472 -3.810 0.360 0.00
C 1.528 -1.226 -5.173 0.00
C -0.905 -1.973 0.039 0.00
C 2.621 -0.781 -4.442 0.00
C 0.420 -1.860 -3.130 0.00
C 3.132 -2.457 -0.316 0.00
C 0.400 -2.767 -0.117 -0.01
H 1.530 -1.151 -6.253 0.00
H -3.104 4.325 -0.773 0.00
H -3.836 2.967 1.285 0.00
H -1.086 2.536 2.416 0.00
H -0.469 -2.231 -2.633 0.01
H 1.834 0.325 3.945 0.00
H 0.331 -3.557 -0.870 0.00
H 6.384 -4.329 0.619 0.00
H 3.075 -1.874 1.735 0.00
H 5.520 -4.432 -1.681 0.00
H 1.036 2.312 0.438 0.00
H -2.406 -1.552 2.407 0.00
H 1.989 0.548 1.534 0.00
H -1.752 4.411 0.990 0.00
H -0.442 -2.061 -5.075 0.00
H 0.676 -3.231 0.836 0.00
H 3.459 -3.223 -2.291 0.00
H -3.301 2.850 -1.712 0.00
H 0.242 3.725 2.311 0.00
H -3.757 1.170 2.713 0.00
H -0.270 4.267 0.024 0.00
H 3.472 -0.340 -4.943 0.00
H -1.192 2.834 -1.247 -0.01
H -0.273 -0.810 4.244 0.00
H -4.585 -0.357 2.327 0.00
H -2.742 -0.727 3.952 0.00
H 0.302 -1.141 2.588 0.00
H 0.540 1.533 4.038 0.00
H -5.363 0.969 0.514 0.00
H -5.065 3.249 0.044 0.00
H -3.226 -0.466 0.359 0.00
H 3.445 -0.500 -2.480 0.00
H 5.151 -3.071 2.343 0.00
H -1.197 0.465 1.804 0.05
H 2.258 2.093 2.385 0.00
H -4.335 0.955 -0.938 -0.01

70
Properties=species:S:1:pos:R:3:mulliken_charge:R:1 method="wB97M-V/def2-TZVPD" smiles="O=C(C1CCN(S(=O)(=O)N2CCC3(CC2)OCCO3)CC1)N1CCN(Cc2ccccc2)CC1" homo_lumo_gap_ev=9.63 de_lowest_kj_mol=49.7 e_tot_ev=-52505.498
S -1.946 -1.639 -2.181 1.35
O 1.610 1.879 -0.575 -0.68
O -2.785 -6.029 -4.369 -0.50
O -2.077 -1.430 -3.591 -0.77
O -3.070 -1.302 -1.355 -0.77
O -0.929 -6.880 -3.427 -0.55
N -0.528 -0.932 -1.683 0.17
N 1.366 4.307 3.435 0.33
N 0.893 2.284 1.505 0.20
N -1.558 -3.231 -1.825 0.15
C -0.077 2.570 2.535 -0.52
C 2.815 5.747 4.758 0.53
C -1.138 0.207 0.423 -0.71
C -2.972 -7.427 -4.412 -0.47
C 0.027 4.041 2.953 -1.10
C 4.825 6.946 5.318 -0.58
C 2.239 2.603 1.942 -1.18
C -0.920 1.508 -1.704 -1.15
C 1.514 5.633 4.010 -1.10
C -2.384 -5.532 -2.011 -1.33
C 2.325 4.063 2.372 -0.61
C -0.749 1.567 -0.180 0.22
C -0.996 -4.507 -3.862 -1.30
C 3.204 4.727 5.618 -0.17
C 4.393 4.813 6.317 -0.58
C -1.779 -5.748 -3.418 1.66
C -2.752 -4.071 -1.809 -0.82
C -0.477 -3.732 -2.658 -1.04
C 0.682 1.934 0.213 0.30
C 3.637 6.855 4.612 -0.45
C -0.354 -0.921 -0.248 -1.43
C -1.733 -8.005 -3.694 -0.44
C -0.175 0.322 -2.317 -1.17
C 5.206 5.926 6.170 -0.40
H 0.150 1.945 3.407 0.17
H -3.241 -3.915 -0.845 0.35
H -0.948 0.182 1.497 0.64
H -3.029 -7.726 -5.461 0.32
H -0.170 -4.829 -4.495 0.44
H 3.346 7.654 3.944 0.35
H -3.277 -6.148 -1.901 0.45
H 2.494 1.961 2.791 0.35
H -0.685 4.236 3.759 0.46
H -0.425 0.222 -3.373 0.49
H 3.327 4.276 2.750 0.47
H 0.688 5.782 4.714 0.39
H -0.548 2.429 -2.154 0.47
H 0.716 -0.814 -0.048 0.59
H -1.157 -8.689 -4.318 0.33
H -0.236 4.682 2.091 0.28
H -2.200 0.032 0.245 0.39
H -1.663 -3.870 -4.443 0.38
H 6.134 5.995 6.718 0.38
H 0.096 -2.863 -2.980 0.59
H -1.091 2.357 2.205 0.50
H 2.134 4.714 1.500 0.25
H -2.013 -8.512 -2.761 0.26
H 2.566 3.863 5.722 0.38
H 4.687 4.014 6.981 0.38
H -3.901 -7.711 -3.905 0.29
H 1.448 6.424 3.242 0.35
H 5.455 7.815 5.198 0.37
H 0.166 -4.373 -2.047 0.44
H 0.902 0.464 -2.203 0.49
H -1.649 -5.840 -1.266 0.33
H -1.425 2.341 0.198 0.61
H -3.448 -3.759 -2.598 0.53
H 2.918 2.406 1.112 0.49
H -0.696 -1.892 0.114 0.49
H -1.984 1.404 -1.928 0.44

64
Properties=species:S:1:pos:R:3:mulliken_charge:R:1 method="wB97M-V/def2-TZVPD" homo_lumo_gap_ev=7.61 e_tot_ev=-100342.336
Zn 0.275 0.039 -1.220 0.61
P 1.333 -1.303 0.316 0.79
P -1.566 -1.664 -0.039 0.82
Si -0.108 -1.100 -3.963 0.55
C 3.681 -0.947 -6.799 -0.39
C 0.743 2.104 1.435 -0.89
C -0.671 1.911 1.385 -0.47
C -0.639 -3.287 0.138 -1.13
C 0.107 2.116 -0.790 -0.21
C 1.438 -1.109 2.124 -1.15
C 1.413 -1.163 -5.107 0.09
C -1.110 0.127 -5.036 0.34
C -1.077 1.940 0.044 -0.93
C -1.770 1.071 -7.197 -0.70
C 2.831 -2.055 -6.906 -0.65
C -3.058 -2.150 -0.957 -1.21
C -3.292 1.180 -5.317 -0.60
C -2.210 -1.469 1.677 -1.41
C 2.311 -0.080 -4.980 -0.29
C 3.035 -1.145 -0.251 -1.39
C 3.402 0.057 -5.853 -0.63
C -2.356 0.520 -4.518 -0.40
C -0.844 0.404 -6.386 -0.26
C -0.999 -3.084 -4.686 -1.60
C 1.225 2.243 0.127 -1.16
C 1.733 -2.173 -6.039 -0.01
C 0.878 -3.066 0.147 -0.88
C -3.002 1.463 -6.662 -0.40
H 4.039 0.942 -5.769 0.37
H 3.289 -0.077 -0.314 0.34
H 1.322 -3.407 -0.794 0.47
H -3.636 -2.883 -0.384 0.43
H -1.526 -0.860 2.286 0.21
H -2.791 -2.571 -1.930 0.22
H 4.547 -0.856 -7.459 0.34
H 3.667 -1.645 0.491 0.45
H 2.375 -1.600 2.426 0.47
H -2.108 1.907 -0.323 0.51
H 0.076 0.023 -6.821 0.25
H -3.676 -1.259 -1.113 0.35
H -0.151 -3.620 -5.108 0.56
H -2.640 0.236 -3.503 0.19
H 0.101 2.442 -1.837 0.92
H -3.727 1.986 -7.292 0.34
H 3.136 -1.611 -1.240 0.35
H 1.361 -3.595 0.976 0.49
H -1.819 -2.983 -5.398 0.38
H 2.149 0.661 -4.185 0.23
H 1.476 -0.048 2.407 0.11
H -3.183 -0.958 1.611 0.43
H -1.947 -5.522 -5.446 -0.20
H -1.833 -5.925 -6.071 0.20
H -4.265 1.451 -4.912 0.38
H -1.326 1.839 2.253 0.52
H -1.330 -3.522 -3.736 0.35
H -0.994 -3.789 1.051 0.45
H 1.320 2.209 2.357 0.76
H 1.130 -3.079 -6.081 0.15
H -2.341 -2.464 2.133 0.43
H 2.250 2.482 -0.165 0.54
H 3.026 -2.841 -7.654 0.37
H -0.949 -3.920 -0.706 0.41
H 0.592 -1.589 2.639 0.37
H -1.533 1.262 -8.245 0.38

75
Properties=species:S:1:pos:R:3:mulliken_charge:R:1 method="wB97M-V/def2-TZVPD" homo_lumo_gap_ev=5.49 de_lowest_kj_mol=0.0 e_tot_ev=-81584.162 charge=-2
K 0.035 -0.103 -0.495 0.77
S -0.691 -3.074 0.459 -0.49
Si -2.976 -3.515 2.794 0.05
F 2.705 -1.791 -2.427 -0.51
F 2.144 0.424 -2.204 -0.43
F 2.585 -0.449 -4.296 -0.35
F 0.661 -1.038 -3.157 -0.38
O 5.319 1.318 3.410 -0.72
N 0.628 -1.564 2.196 -0.21
N -1.559 2.080 -0.041 -0.06
N 4.951 0.018 0.203 0.09
N 3.038 -1.338 0.441 -0.11
N 3.933 -0.121 2.231 -0.47
C -2.578 1.962 0.993 2.20
C -1.379 3.221 -0.717 0.12
C -0.326 3.240 -1.700 -0.16
C -4.013 2.083 0.445 -1.69
C 5.640 0.976 1.029 -0.44
C 5.074 0.015 -1.237 -0.94
C -1.759 5.574 -1.378 0.30
C -0.722 5.538 -2.298 -0.77
C -2.356 2.916 2.184 -1.70
C -0.476 -2.322 2.001 -0.40
C -2.085 4.461 -0.613 -0.07
C -1.215 -1.806 4.234 0.12
C -2.593 -5.337 2.526 -1.04
C -2.447 0.543 1.561 -2.12
C 3.929 -0.495 0.947 0.61
C -1.441 -2.472 3.042 0.43
C -0.079 -1.019 4.414 -0.99
C 4.955 0.761 2.388 0.28
C -2.566 6.840 -1.207 -1.64
C -0.003 4.339 -2.452 0.62
C -3.960 -3.439 4.416 -1.21
C -4.143 -2.880 1.471 -0.89
C 1.125 4.262 -3.451 -1.49
C 0.811 -0.940 3.362 -0.31
B 2.017 -0.711 -3.056 0.74
H -4.165 1.315 -0.316 0.38
H -4.747 1.929 1.243 0.38
H 6.714 0.783 1.092 0.27
H -4.274 -2.420 4.654 0.32
H 0.111 -0.485 5.336 0.39
H -2.430 3.965 1.907 0.39
H 1.727 -0.362 3.437 0.41
H -1.356 2.747 2.588 0.38
H -3.669 -2.913 0.492 0.24
H 4.626 -0.879 -1.661 0.34
H 2.989 -1.521 -0.555 0.05
H 2.235 -1.589 1.025 0.39
H 0.250 2.332 -1.850 -0.09
H -2.125 7.667 -1.766 0.36
H 4.581 0.878 -1.692 0.27
H -1.935 -1.887 5.042 0.28
H -1.458 0.404 2.007 0.09
H -2.625 7.133 -0.155 0.33
H -3.592 6.704 -1.563 0.30
H -4.430 -1.846 1.677 0.27
H -2.905 4.568 0.082 0.49
H -3.387 -3.824 5.264 0.33
H -0.468 6.414 -2.888 0.21
H -4.863 -4.050 4.321 0.28
H -3.523 -5.907 2.441 0.30
H -2.585 -0.206 0.776 0.29
H -2.007 -5.471 1.618 0.29
H 1.577 3.270 -3.458 0.20
H 1.906 4.992 -3.217 0.31
H -3.188 0.351 2.343 0.49
H 5.485 2.004 0.686 0.27
H -5.054 -3.488 1.453 0.39
H -4.207 3.049 -0.018 0.35
H -3.084 2.717 2.978 0.39
H -2.025 -5.737 3.370 0.31
H 0.769 4.480 -4.462 0.32
H 6.134 0.027 -1.497 0.32